No. 1
Entry from OMol25: a cluster of 4 separate species, C22H41N2O10 in total (ωB97M-V/def2-TZVPD).

Output
Maximum force   0.019 hartree/bohr
Frontier orbital gap   0.2856 Ha
LUMO   -0.13574 Ha
Total charge   +1

Geometry as XYZ:
```
75
Properties=species:S:1:pos:R:3:mulliken_charge:R:1
N 4.000 -2.615 0.508 -0.2699
C 3.627 -1.523 -0.489 -0.6227
C 3.500 -0.165 0.195 -0.7062
C 2.214 0.548 -0.196 -0.7132
N 1.144 0.150 0.713 -0.2919
C -0.216 0.455 0.231 -0.9049
C -1.110 -0.744 0.333 0.3634
C -1.222 -1.433 1.543 -0.4164
C -2.010 -2.574 1.646 -0.6814
C -2.703 -3.041 0.537 -0.5848
C -2.611 -2.366 -0.673 -0.4096
C -1.828 -1.223 -0.769 0.1215
O -1.691 -0.594 -1.993 -0.5429
H 4.637 -3.301 0.102 0.3557
H 4.459 -2.216 1.327 0.3534
H 3.175 -3.121 0.833 0.3544
H 4.400 -1.541 -1.248 0.3916
H 2.688 -1.826 -0.939 0.3633
H 3.452 -0.296 1.279 0.5150
H 4.378 0.442 -0.003 0.3329
H 1.956 0.299 -1.231 0.4552
H 2.367 1.621 -0.135 0.2993
H 1.178 -0.855 0.840 0.1938
H -0.177 0.778 -0.807 0.4643
H -0.628 1.276 0.817 0.2709
H -0.699 -1.051 2.410 0.5677
H -2.104 -3.080 2.596 0.4906
H -3.317 -3.925 0.614 0.4199
H -3.137 -2.714 -1.549 0.4608
H -2.389 0.059 -2.115 0.3170
C 3.707 4.163 0.761 -1.1197
C 4.482 3.910 -0.516 -0.0091
O 4.722 5.117 -1.242 -0.3849
C 5.733 5.860 -0.773 0.7485
O 6.414 5.583 0.180 -0.5491
O 5.756 6.997 -1.451 -0.3474
C 6.733 7.946 -1.002 -0.6316
H 2.780 4.693 0.541 0.2851
H 3.458 3.220 1.252 0.3114
H 4.289 4.762 1.458 0.4090
H 3.906 3.292 -1.205 0.2362
H 5.433 3.414 -0.314 0.2742
H 7.722 7.496 -0.983 0.3012
H 6.477 8.310 -0.009 0.2975
H 6.698 8.757 -1.721 0.2248
C -0.957 -0.585 -6.536 -1.1722
C -2.254 -0.812 -5.790 -0.0760
O -2.918 0.422 -5.469 -0.2427
C -3.591 0.983 -6.477 0.7089
O -3.663 0.556 -7.598 -0.5505
O -4.050 2.160 -6.059 -0.3480
C -4.726 2.925 -7.066 -0.6419
H -0.310 0.090 -5.974 0.2876
H -0.438 -1.534 -6.670 0.3681
H -1.143 -0.154 -7.518 0.3307
H -2.069 -1.267 -4.819 0.1935
H -2.933 -1.451 -6.353 0.3334
H -5.525 2.341 -7.517 0.3046
H -4.026 3.241 -7.836 0.2922
H -5.132 3.788 -6.548 0.2186
C -4.830 -5.892 7.420 -1.0917
C -3.426 -5.756 6.876 -0.2013
O -3.337 -4.724 5.873 -0.3395
C -3.276 -3.482 6.345 0.7320
O -3.235 -3.155 7.501 -0.5576
O -3.284 -2.643 5.304 -0.2633
C -3.287 -1.257 5.663 -0.6697
H -5.537 -6.066 6.609 0.2947
H -4.876 -6.738 8.106 0.3595
H -5.128 -4.996 7.961 0.3176
H -3.117 -6.658 6.353 0.2780
H -2.708 -5.543 7.667 0.3223
H -2.468 -1.032 6.341 0.3416
H -4.231 -0.988 6.134 0.3141
H -3.170 -0.716 4.728 0.1637
```

***

No. 2
Entry from OMol25: a structure of composition C10H12N4O4Pd (ωB97M-V/def2-TZVPD).

Output
Maximum force   0.009 hartree/bohr
Frontier orbital gap   0.1846 Ha
Energy above the lowest of the compared OMol25 structures with the same formula, charge and spin   0.542 eV
LUMO   0.19682 Ha
Total charge   -2

Geometry as XYZ:
```
31
Properties=species:S:1:pos:R:3:mulliken_charge:R:1
Pd -0.535 0.334 0.412 -0.1403
O -0.392 -1.832 4.502 -0.7763
C -0.382 -1.276 3.379 0.2577
O -1.293 -1.125 2.549 -0.5352
C 0.982 -0.694 2.958 0.3883
C 2.165 -1.280 3.403 -0.3258
C 3.378 -0.779 2.970 -0.2487
C 3.379 0.330 2.132 -0.4755
C 2.160 0.875 1.763 -0.2666
N 0.983 0.371 2.147 -0.3740
H 2.089 -2.119 4.081 0.3885
H 4.312 -1.237 3.279 0.3477
H 4.303 0.764 1.767 0.3348
H 2.105 1.750 1.126 0.3696
N -2.238 -2.356 -0.887 -0.5719
N -3.183 -1.754 0.030 -0.6338
H -1.317 -1.945 -0.720 0.2849
H -2.488 -2.017 -1.808 0.3120
H -2.835 -0.823 0.279 0.2721
H -3.079 -2.271 0.897 0.3389
O -0.173 -0.933 -2.701 -0.6381
C -0.472 0.253 -2.674 0.1296
C -0.375 1.121 -3.936 -0.4004
C -0.907 2.460 -3.483 -0.2969
C -1.236 2.236 -1.996 0.0570
O -1.731 3.133 -1.325 -0.6721
N -0.923 0.969 -1.599 0.0514
H -0.953 0.653 -4.734 0.1995
H 0.669 1.141 -4.256 0.2063
H -1.820 2.770 -3.996 0.2011
H -0.193 3.282 -3.562 0.2163
```

***

No. 3
Entry from OMol25: a structure of composition C4H8S3 (ωB97M-V/def2-TZVPD).

Output
Maximum force   0.112 hartree/bohr
Frontier orbital gap   0.3087 Ha
Energy above the lowest of the compared OMol25 structures with the same formula, charge and spin   2.433 eV
LUMO   -0.00692 Ha
Total charge   0

Geometry as XYZ:
```
15
Properties=species:S:1:pos:R:3:mulliken_charge:R:1
C 2.140 -0.033 0.072 0.1605
C -0.540 2.209 -0.577 -0.8986
C -0.912 -1.325 0.935 -1.1126
C -0.224 -1.429 -0.410 -0.2844
S 3.665 0.376 0.338 -0.2516
S 1.236 1.541 -0.049 -0.0161
S 1.631 -1.530 -0.440 -0.0274
H -1.359 1.942 0.132 0.3053
H -0.935 1.618 -1.464 0.3054
H -0.350 3.226 -0.570 0.3451
H -0.514 -2.027 1.545 0.4740
H -0.671 -0.268 1.461 0.1997
H -1.922 -1.343 0.702 0.3740
H -0.621 -0.531 -0.898 0.1034
H -0.622 -2.425 -0.776 0.3231
```